Record 1
DFT (ωB97M-V/def2-TZVPD) results for a structure of composition C33H25F5N4O7PbS4SeTe.

Positions of all 81 atoms, in Å:
C -4.316 3.915 1.037
H 3.059 2.147 -2.786
H 2.217 -3.126 1.792
C -3.140 -1.574 3.274
N -0.071 5.763 4.886
H -2.433 1.887 -4.454
C -1.485 -2.255 1.600
C 2.144 2.512 3.185
F -4.785 -2.620 0.131
H 0.890 3.531 -3.647
C -3.155 -3.115 3.115
H 3.756 -5.067 1.857
C -2.027 -1.067 2.364
C -1.573 1.855 -3.783
C 5.725 -8.193 -1.510
N -2.241 2.762 0.830
H 1.803 3.989 -2.207
H 6.648 -8.269 -0.940
Te -4.556 -1.044 -0.898
N -2.418 6.348 4.042
C 5.138 -6.814 -1.398
Pb -0.772 0.723 -0.107
H -0.656 1.820 -4.364
F -3.484 -2.176 -2.013
O -1.126 -4.403 2.704
H 1.845 1.288 -1.829
O -4.062 -3.831 3.399
C -0.592 -0.776 -3.843
H -4.341 5.547 2.447
S -1.715 0.277 -2.862
O -3.857 -0.926 3.971
H 1.117 -0.732 -2.495
O -1.578 0.063 2.371
O 4.323 -6.324 -2.127
H -0.806 -0.559 -4.890
C 1.291 -0.351 -0.155
C 4.760 -4.503 0.046
C 0.226 3.927 3.314
C -3.774 4.750 1.986
C 4.017 -2.485 -1.010
C -2.450 4.551 2.391
S 5.787 -5.952 0.042
C 2.098 -1.261 -0.076
H 5.597 -3.721 -1.765
H 2.028 1.068 1.585
H -2.559 3.122 -2.330
H -3.902 2.222 -0.237
C -0.335 3.221 2.236
O -0.985 -2.206 0.508
H 5.898 -8.451 -2.553
H 4.084 -1.769 -1.818
C -1.704 3.523 1.791
C -1.622 3.079 -2.888
H 1.896 4.084 4.640
H -0.929 -1.787 -3.612
C -0.522 5.012 3.911
H 1.412 -1.462 -4.078
C 0.895 -0.655 -3.556
H 3.112 2.178 3.530
C 1.540 1.886 2.099
S 1.660 0.881 -4.195
Se -1.310 6.956 5.268
C -1.841 5.338 3.439
C 3.058 -2.317 -0.009
F -4.809 0.462 -2.090
C 1.482 3.552 3.794
C 2.979 -3.245 1.034
F -5.913 -1.748 -2.009
C 3.829 -4.336 1.063
S -0.318 3.190 -1.614
C -1.828 -3.473 2.429
H -5.347 4.005 0.726
N 0.349 2.229 1.633
C 1.999 1.902 -2.715
H 5.001 -8.898 -1.098
C 1.197 3.201 -2.655
O -3.312 -0.305 0.106
H -1.538 3.982 -3.494
C -3.504 2.925 0.487
C 4.866 -3.577 -0.982
F -6.034 -0.300 0.032

Computed properties:
- HOMO-LUMO gap: 4.8 eV
- Energy relative to the best compared isomer or geometry (same formula, charge and spin): 65.4 kcal per mole
- Lowest unoccupied orbital energy: -3.2504 eV
- E: -189731.896 eV
- 2S+1: 1

***

Record 2
DFT (ωB97M-V/def2-TZVPD) results for a structure of composition C33H25MnN4O4.

Positions of all 67 atoms, in Å:
H -2.498 0.945 -3.211
H -1.671 4.636 -1.178
C -1.773 -3.503 1.068
H 3.481 2.365 -4.723
H 4.443 4.624 2.588
H 2.521 0.824 2.940
C 3.669 -1.394 1.213
C -1.022 3.754 -4.382
C 2.448 2.834 -2.913
C -2.640 -0.010 -0.160
H 4.670 1.821 -0.637
H -1.510 1.856 -5.267
C 3.118 1.521 2.360
O 1.439 4.310 -0.637
O 2.512 -2.318 1.159
C 3.180 -0.133 0.470
O 0.573 2.409 0.170
H -4.858 1.986 -0.280
H -2.660 2.905 0.013
H 1.943 -1.918 -6.193
C -2.014 -1.283 0.268
C 1.195 0.372 -3.162
C -1.538 2.462 -4.370
C 1.174 3.156 -0.763
C -1.639 4.026 -2.074
C 3.435 2.757 2.898
C 0.552 -0.878 -3.287
C -2.151 2.736 -2.058
C 2.753 2.045 -3.988
C 2.377 -0.066 -5.247
C 1.745 -1.271 -5.351
H 4.507 -1.893 0.740
C 1.501 2.353 -2.004
H 2.891 3.804 -2.739
N -0.692 -1.124 0.309
C 2.118 0.789 -4.149
H -0.173 -1.174 -2.536
C 4.644 3.324 0.898
H 3.091 3.019 3.890
N 0.922 1.172 -2.091
C -2.607 -2.475 0.634
C 4.197 3.659 2.166
O -3.915 0.132 -0.359
C -2.695 2.156 -0.778
H -2.201 -4.452 1.364
C 3.556 1.185 1.083
C 4.320 2.088 0.355
C 0.107 -2.088 0.760
N -1.867 1.003 -0.340
C 1.501 -1.585 0.798
H 3.082 0.255 -6.004
Mn 0.108 0.718 -0.140
C 0.823 -1.679 -4.360
H -4.436 1.400 -1.909
C -4.096 1.504 -0.882
H 3.507 -0.149 -0.573
N 1.710 -0.361 0.463
H 0.323 -2.634 -4.461
H 3.877 -1.209 2.264
C -1.075 4.535 -3.237
H -0.680 5.542 -3.244
H -0.592 4.155 -5.291
C -0.394 -3.315 1.150
H 5.244 4.023 0.330
H 0.268 -4.088 1.513
H -3.681 -2.591 0.592
C -2.100 1.956 -3.211

Computed properties:
- HOMO-LUMO gap (spin up / spin down): 6.9 / 6.6 eV
- Energy relative to the best compared isomer or geometry (same formula, charge and spin): 0.0 kcal per mole
- Charge: +2
- Lowest unoccupied orbital energy (spin up / spin down): -7.2639 / -7.5757 eV
- E: -80086.529 eV
- <S²>: 6.044
- 2S+1: 5

***

Record 3
DFT (ωB97M-V/def2-TZVPD) results for a structure of composition C33H25N4O6STi.

Positions of all 70 atoms, in Å:
H 1.414 -5.493 0.879
C -1.056 -1.126 -4.960
C -0.400 -0.329 -4.036
H 0.987 -3.139 0.194
C 0.326 2.869 2.811
C -0.013 2.377 1.489
C -1.285 -1.566 -2.279
H 5.312 -0.454 -2.540
C -2.269 -2.701 -0.376
N 0.853 1.588 -0.546
C 1.666 2.977 3.222
C -2.820 -3.417 -2.618
C 0.545 -3.548 1.095
C -2.958 -3.536 -1.256
C 0.778 -4.858 1.483
H -3.622 -4.288 -0.848
H -2.444 -2.776 0.684
C -0.279 -2.750 1.872
C -2.002 -2.409 -3.160
H 1.274 3.606 -1.987
C 0.981 3.783 5.382
O -1.802 -0.647 2.077
H 4.760 -0.743 -0.134
Ti -0.767 0.808 -1.193
S -0.545 -1.017 1.477
O -2.852 0.839 -2.285
H -3.367 -4.066 -3.291
O 1.601 1.996 -3.280
O 0.647 -0.386 1.976
C -0.850 -3.234 3.037
C -0.335 3.672 5.012
C 1.593 3.394 -3.007
C -1.393 2.202 1.169
C 4.406 -0.030 -2.128
H 2.431 2.675 2.520
O -1.197 2.279 -2.542
C 4.098 -0.182 -0.782
N 1.018 2.075 0.696
C -2.375 2.602 2.097
N -0.559 -0.890 -0.132
O -1.766 1.703 0.005
H -2.931 2.395 -3.582
H -3.409 2.476 1.802
H -1.484 -2.574 3.615
H -2.402 -2.777 -5.261
H 0.382 -6.385 2.936
C 1.992 3.428 4.478
C -2.355 1.842 -2.816
C 2.394 1.261 -2.430
C 2.935 0.361 -0.266
C 0.201 -5.358 2.644
C -1.864 -2.167 -4.547
H 3.789 0.854 -3.988
H -1.049 -4.929 4.335
C 3.551 0.697 -2.943
C 2.048 1.071 -1.083
N -0.502 -0.510 -2.704
C -2.053 3.096 3.328
H 2.651 0.227 0.768
C -0.696 3.221 3.725
C -0.608 -4.543 3.425
H -2.837 3.391 4.017
C -1.395 -1.737 -0.874
H -0.935 -0.912 -6.014
H 2.590 3.815 -3.176
H 3.032 3.504 4.773
H 1.238 4.142 6.372
H 0.226 0.496 -4.348
H -1.122 3.919 5.716
H 0.880 3.835 -3.698

Computed properties:
- HOMO-LUMO gap (spin up / spin down): 5.6 / 7.2 eV
- Energy relative to the best compared isomer or geometry (same formula, charge and spin): 35.0 kcal per mole
- Charge: -1
- Lowest unoccupied orbital energy (spin up / spin down): 2.5809 / 2.4337 eV
- E: -86826.629 eV
- <S²>: 2.090
- 2S+1: 3

***

Record 4
DFT (ωB97M-V/def2-TZVPD) results for a structure of composition C33H26BCl3F5N4O2PRuS3Si.

Positions of all 80 atoms, in Å:
C -0.821 1.760 -5.913
C -2.243 -4.355 -3.630
Cl 1.674 2.889 -3.360
H -2.837 -2.409 -4.286
Ru 0.082 0.465 -0.694
H -7.137 0.412 -2.333
C -3.302 -0.137 -2.526
F 3.444 -3.180 2.024
F 6.715 -1.434 -0.878
C -1.056 -0.022 -4.292
S -0.880 1.067 1.918
C -5.335 0.020 -1.235
C 4.424 -1.101 -1.346
H 0.490 -1.118 -7.107
C -0.209 0.887 -6.801
C 2.787 -1.962 0.114
H -0.960 2.801 -6.176
H -2.836 2.473 -0.382
C -0.008 -0.434 -6.432
C -1.227 1.310 -4.669
H -3.464 1.904 1.187
F 1.518 -2.226 0.460
H 5.098 2.270 -0.293
H -0.311 5.817 2.661
C -2.237 -2.970 -3.579
C -0.430 -0.886 -5.189
C -5.415 0.305 -3.611
C 5.430 -1.610 -0.546
C -1.040 2.783 1.948
H 0.782 2.400 4.125
Cl 1.544 4.211 -0.412
Si 0.529 2.791 -1.608
N 3.673 2.565 1.173
O -1.978 -0.786 -0.217
N -2.038 3.425 1.313
H -1.676 2.013 -3.979
H -0.149 -2.523 -0.960
H -3.549 0.162 -4.640
H -0.249 -1.915 -4.912
C -0.721 -4.418 -1.776
H -0.127 -4.977 -1.064
C -1.471 -2.294 -2.632
C -0.778 4.928 2.283
F 4.802 -0.435 -2.442
C -1.477 -5.082 -2.729
C 3.774 -2.486 0.932
H 1.082 4.398 4.215
C -1.875 4.775 1.501
S 1.848 -0.539 -2.085
H -1.477 -6.164 -2.765
N -0.278 3.683 2.579
H 3.536 1.473 -0.600
C -3.189 -0.430 -0.015
Cl -1.156 3.993 -2.190
H 3.114 5.217 2.955
H -3.955 3.491 0.542
H -2.546 5.490 1.064
H 4.653 0.796 0.607
C -0.723 -3.032 -1.723
P -1.493 -0.463 -2.559
H 4.952 4.285 1.110
B 0.951 3.419 3.520
H -2.850 -4.863 -4.369
S 1.771 0.738 1.736
C 4.084 3.823 1.542
C -3.963 -0.186 -1.300
H -5.801 -0.017 -0.259
C -6.067 0.259 -2.386
F 6.072 -2.814 1.386
C 5.108 -2.308 0.609
C 2.556 2.257 1.861
C 3.179 4.275 2.444
H -5.972 0.493 -4.520
H 0.129 1.240 -7.767
C -4.044 0.113 -3.679
N 2.231 3.300 2.632
C 4.279 1.719 0.163
C -3.140 2.774 0.618
O -3.744 -0.246 1.065
C 3.068 -1.238 -1.039

Computed properties:
- HOMO-LUMO gap (spin up / spin down): 6.7 / 6.6 eV
- Energy relative to the best compared isomer or geometry (same formula, charge and spin): 0.0 kcal per mole
- Charge: -1
- Lowest unoccupied orbital energy (spin up / spin down): 2.4317 / 0.9868 eV
- E: -148791.847 eV
- <S²>: 8.771
- 2S+1: 6

***

Record 5
DFT (ωB97M-V/def2-TZVPD) results for a cluster of 7 separate species, C33H26BF4O21 in total.

Positions of all 85 atoms, in Å:
C -2.789 -3.731 1.874
C 1.153 -5.054 0.161
H -3.577 4.395 6.106
F -0.295 0.450 0.884
H 2.212 -7.991 1.780
C 3.887 0.721 -3.827
C 0.449 4.709 0.757
H -2.724 -4.412 3.847
C -2.998 3.155 -1.834
O 0.132 4.593 1.981
H -4.382 0.221 -2.881
H -5.409 -4.013 -0.260
O 0.438 0.858 3.313
O 0.506 2.671 -2.401
O -4.820 2.653 -3.245
H -2.684 0.670 -3.143
H -2.019 2.084 2.603
F -0.658 0.650 -1.312
C 2.533 -6.042 -2.049
C -5.464 -5.065 1.838
O 2.501 -8.422 0.929
H -3.490 3.958 -1.326
C -4.810 -4.194 0.650
C 0.977 5.959 0.153
H 1.182 6.784 2.016
O 1.780 -3.735 -1.927
O 4.132 0.367 -1.301
C 4.201 1.612 -4.880
O 5.684 3.242 -5.905
H 1.408 -3.008 -1.459
O 1.355 1.985 5.755
H 0.016 2.066 -2.263
O -3.381 3.941 3.728
C 2.176 -7.369 0.213
F 0.897 -0.819 -0.671
C -0.531 3.092 6.133
H 3.608 -0.403 -1.385
C -3.539 -3.577 0.659
H -1.442 -2.909 1.067
O -5.080 -5.728 4.051
B -0.298 -0.231 -0.278
H -2.291 2.860 -1.023
O 1.665 4.808 -3.325
H -2.195 3.584 -2.325
C 0.850 3.536 -1.546
C -3.336 -4.519 3.060
H 1.908 6.853 -1.726
H -6.724 -6.346 2.276
C 5.939 1.545 -2.539
C 1.267 -6.368 0.707
C 4.744 0.646 -2.550
H 0.068 0.697 2.298
O -2.656 4.461 6.420
C 0.284 3.570 -0.113
C 5.420 2.397 -4.846
C 1.507 5.985 -1.287
C -1.576 2.506 3.460
C 1.435 4.771 -2.094
O 2.882 -5.989 -3.191
F -1.240 -1.315 -0.196
C 2.876 -7.250 -1.101
C -2.390 3.466 4.216
H -3.171 0.473 -1.611
H 2.901 0.038 -3.860
C 6.288 2.351 -3.623
C -0.216 1.971 3.968
C -1.860 3.751 5.594
H 5.091 3.379 -6.581
C 1.700 -4.945 -1.338
H -0.083 2.763 0.158
C -3.590 0.790 -2.487
O -1.562 -3.206 1.996
H -0.098 3.596 7.145
H 0.607 -4.164 0.441
O 6.736 1.564 -1.577
H 7.272 3.098 -3.453
O -2.998 -3.202 -0.305
O 0.533 -6.647 1.703
O 1.155 6.964 1.013
C 0.338 2.364 5.257
C -3.850 2.208 -2.570
O -6.677 -5.646 1.688
O 3.412 1.716 -5.857
C -4.570 -5.136 3.126
H 3.367 -8.109 -1.559

Computed properties:
- HOMO-LUMO gap: 6.0 eV
- Energy relative to the best compared isomer or geometry (same formula, charge and spin): 89.0 kcal per mole
- Charge: -1
- Lowest unoccupied orbital energy: -0.5381 eV
- E: -89175.379 eV
- 2S+1: 1

***

Record 6
DFT (ωB97M-V/def2-TZVPD) results for a structure of composition C33H26Br2HgN5O3.

Positions of all 70 atoms, in Å:
C 3.140 -0.083 0.936
C -1.870 -0.170 -3.213
C -0.735 -0.421 -2.439
C -4.810 2.087 4.397
C 1.645 -6.904 -5.667
H 2.482 1.643 1.980
C -4.105 3.868 2.952
C -2.908 3.131 2.738
C 2.787 -1.082 -0.013
C 1.615 -0.921 -0.722
H 2.441 -3.517 -1.768
C 0.886 -3.512 -3.216
C 1.143 -4.741 -3.965
Br -3.664 -0.322 4.974
H 4.035 -0.107 1.527
H 2.826 -9.382 -5.542
H 3.893 -8.243 -6.449
H 1.111 4.666 6.144
H 1.930 3.143 6.621
C 2.940 -8.778 -6.443
H 2.937 -5.366 -2.923
H 1.768 5.457 3.525
C 2.220 4.452 3.584
C -2.192 4.861 1.278
N -1.153 1.517 -1.084
C -3.375 5.627 1.443
H -2.079 -0.842 -4.035
H -0.131 -6.295 -6.656
C 2.493 -6.675 -4.595
C 2.874 4.233 4.933
H -5.257 5.598 2.464
C 1.680 3.791 5.777
H 3.468 -1.877 -0.220
H -3.470 6.568 0.964
O 1.218 3.423 3.415
N -1.997 3.689 1.880
C 2.282 0.924 1.188
H 2.948 4.336 2.760
C 0.058 -1.627 -2.596
N 1.636 -3.064 -2.138
N 1.116 1.080 0.507
H 3.398 -7.196 -4.429
C -4.316 5.096 2.297
H 2.935 -9.392 -7.322
C -2.624 0.931 -2.919
C 2.211 -5.579 -3.738
C -2.598 1.818 3.365
H -0.255 3.247 4.845
Hg -0.364 2.276 1.406
C 0.763 0.200 -0.498
O -1.531 1.171 3.176
H -3.462 1.272 -3.486
H -1.427 5.159 0.598
C 0.803 3.015 4.736
C -0.392 0.426 -1.319
C -2.221 1.751 -1.857
H -5.490 1.617 5.102
H -0.627 -4.446 -5.156
C 0.507 -6.113 -5.824
C 0.260 -5.059 -4.993
H 0.967 1.950 4.818
O 1.830 -7.883 -6.607
N -0.080 -2.663 -3.509
Br -6.793 4.110 4.241
H -2.714 2.695 -1.640
H 3.628 3.463 4.900
C -5.083 3.288 3.802
H 3.355 5.141 5.313
C -3.657 1.369 4.159
C 1.149 -1.832 -1.764

Computed properties:
- HOMO-LUMO gap (spin up / spin down): 4.7 / 7.0 eV
- Lowest unoccupied orbital energy (spin up / spin down): -0.3665 / -0.3681 eV
- E: -192495.203 eV
- <S²>: 0.779
- 2S+1: 2

***

| no. | maximum force (Eh/bohr) |
| --- | --- |
| 1 | 0.069 |
| 2 | 0.014 |
| 3 | 0.047 |
| 4 | 0.012 |
| 5 | 0.330 |
| 6 | 0.040 |